Here is the molecule C5H9ClN2 from the Open Molecules 2025 dataset. Energies are from ωB97M-V/def2-TZVPD.

Bonds (Å) are listed after each position.
Element x y z (Å)
1 H -1.806 1.585 -1.072  N2 1.024
2 N -2.606 0.975 -0.882  H1 1.024, C3 1.258
3 C -2.233 -0.120 -0.387  N2 1.258, N4 1.406, H10 1.080
4 N -0.940 -0.532 -0.024  C3 1.406, C5 1.453, C6 1.388
5 C -0.718 -1.905 0.398  N4 1.453, H11 1.073, H12 1.075, H13 1.097
6 C 0.042 0.440 0.110  N4 1.388, C7 1.340, H14 1.095
7 C 1.358 0.350 -0.124  C6 1.340, C8 1.497, Cl9 1.747
8 C 2.345 1.434 0.179  C7 1.497, H15 1.093, H16 1.083, H17 1.081
9 Cl 2.076 -1.091 -0.802  C7 1.747
10 H -2.952 -0.907 -0.213  C3 1.080
11 H -0.388 -2.541 -0.401  C5 1.073
12 H 0.021 -1.937 1.179  C5 1.075
13 H -1.666 -2.297 0.788  C5 1.097
14 H -0.316 1.411 0.470  C6 1.095
15 H 1.851 2.334 0.554  C8 1.093
16 H 2.898 1.708 -0.711  C8 1.083
17 H 3.035 1.092 0.938  C8 1.081

## Properties
* total energy: -20832.8246 eV
* structure (SMILES): [H]/N=C\N(C)/C=C(/C)Cl
* HOMO level: -8.413 eV